Formula: C9H21Br12N3O2P2
Source: the Open Molecules 2025 dataset
Level of theory: wB97M-V/def2-TZVPD

The HOMO-LUMO gap is 8.5 eV.

Last column: Löwdin charge in e.
CARTESIAN COORDINATES (ANGSTROEM)
1 C 0.903 -4.922 0.503  -0.096
2 C 0.488 -4.808 -0.978  -0.242
3 C -1.004 -4.515 -1.191  -0.289
4 N -1.255 -3.559 -2.282  -0.285
5 P -1.388 -1.897 -1.886  0.870
6 C 0.140 -1.538 -0.956  -0.491
7 N 0.195 -0.102 -0.717  -0.166
8 C 1.337 0.245 0.127  -0.154
9 P -2.990 -1.654 -0.411  0.314
10 N -3.593 -0.236 -0.494  -0.190
11 O -4.101 -2.785 -0.719  -0.197
12 O -2.494 -1.997 1.089  -0.211
13 H 1.138 -5.941 0.796  0.065
14 H 1.782 -4.310 0.695  0.065
15 H 0.116 -4.541 1.152  0.062
16 H 0.772 -5.709 -1.517  0.104
17 H 1.070 -4.003 -1.419  0.040
18 H -1.478 -5.457 -1.473  0.113
19 H -1.464 -4.211 -0.246  0.078
20 H -2.100 -3.801 -2.783  0.056
21 H 0.221 -2.062 -0.003  0.083
22 H 0.970 -1.869 -1.594  -0.027
23 H 0.341 0.352 -1.612  0.084
24 H 2.254 -0.292 -0.158  0.076
25 H 1.542 1.308 0.071  0.033
26 H 1.108 -0.053 1.149  0.074
27 H -3.130 0.322 -1.201  -0.093
28 H -4.048 -3.498 -0.073  0.062
29 H -3.183 -1.689 1.689  0.069
30 C 4.035 -2.040 -3.666  -1.638
31 Br 2.152 -2.425 -3.760  0.644
32 Br 4.860 -2.992 -2.213  0.570
33 Br 4.917 -2.384 -5.337  0.581
34 H 4.138 -0.986 -3.457  -0.030
35 C 0.771 4.336 2.175  -1.628
36 Br -0.422 2.834 2.107  0.569
37 Br 0.699 5.237 3.871  0.553
38 Br 2.576 3.833 1.725  0.578
39 H 0.442 5.040 1.425  -0.029
40 C -3.746 3.966 -1.136  -1.634
41 Br -5.330 2.885 -1.129  0.582
42 Br -3.240 4.500 0.642  0.545
43 Br -2.294 3.080 -2.039  0.562
44 H -3.965 4.866 -1.690  -0.034
45 C 2.468 8.815 5.418  -1.646
46 Br 3.831 7.784 6.298  0.572
47 Br 2.646 8.739 3.506  0.559
48 Br 0.708 8.290 5.994  0.550
49 H 2.604 9.845 5.710  -0.033

***

Formula: C31H59F3O10Si2
Source: the Open Molecules 2025 dataset
Level of theory: wB97M-V/def2-TZVPD

The HOMO-LUMO gap is 8.4 eV.

Last column: Löwdin charge in e.
CARTESIAN COORDINATES (ANGSTROEM)
1 C -1.346 1.398 3.562  -0.058
2 C -0.314 0.953 2.813  -0.227
3 Si -0.167 1.221 0.971  0.457
4 C 1.662 1.299 0.516  -0.246
5 C 2.048 2.444 -0.428  -0.189
6 C 2.245 3.762 0.239  -0.203
7 F 2.985 4.652 -0.491  0.048
8 C 1.836 4.165 1.472  -0.291
9 F 2.613 4.467 2.503  0.131
10 F 0.561 4.315 1.802  0.125
11 O -0.909 -0.032 0.188  -0.399
12 Si -2.501 0.226 -0.320  0.572
13 C -3.596 1.025 0.972  -0.270
14 C -5.035 1.119 0.447  -0.240
15 O -5.124 2.344 -0.288  -0.046
16 C -6.407 2.754 -0.521  -0.529
17 C -6.861 3.949 0.260  0.022
18 O -7.101 2.204 -1.326  0.129
19 H -1.883 0.714 4.217  0.060
20 H -1.687 2.427 3.501  0.059
21 H 0.503 0.386 3.268  0.059
22 H -0.848 2.481 0.597  0.037
23 H 1.867 0.369 -0.027  0.062
24 H 2.296 1.257 1.403  0.083
25 H 1.349 2.472 -1.273  0.117
26 H 3.023 2.225 -0.878  0.128
27 H -2.450 1.060 -1.537  -0.001
28 H -3.068 -1.064 -0.707  -0.017
29 H -3.295 2.047 1.207  0.071
30 H -3.554 0.436 1.890  0.074
31 H -5.223 0.265 -0.210  0.107
32 H -5.757 1.091 1.264  0.130
33 H -7.469 3.632 1.107  0.096
34 H -6.021 4.554 0.594  0.047
35 H -7.490 4.559 -0.385  0.090
36 C -3.836 -4.991 0.188  -0.018
37 C -4.204 -3.696 0.871  -0.501
38 O -4.347 -2.669 0.246  0.020
39 C -4.383 -3.743 2.365  -0.018
40 H -3.737 -4.821 -0.882  0.082
41 H -2.889 -5.361 0.582  0.079
42 H -4.612 -5.738 0.360  0.085
43 H -3.455 -4.062 2.839  0.059
44 H -5.183 -4.440 2.623  0.086
45 H -4.645 -2.752 2.729  0.081
46 C 0.444 -1.059 -5.002  -0.018
47 C 0.276 -0.458 -3.626  -0.491
48 O -0.346 0.564 -3.458  0.060
49 C 0.920 -1.199 -2.480  -0.012
50 H -0.064 -0.435 -5.734  0.082
51 H 1.504 -1.117 -5.257  0.071
52 H 0.015 -2.061 -5.028  0.087
53 H 1.999 -1.266 -2.633  0.079
54 H 0.508 -2.206 -2.406  0.092
55 H 0.720 -0.668 -1.553  0.040
56 C -3.259 7.441 0.367  -0.018
57 C -4.417 7.227 1.309  -0.490
58 O -4.907 6.133 1.468  0.057
59 C -4.936 8.439 2.044  -0.022
60 H -2.986 6.495 -0.093  0.083
61 H -3.538 8.150 -0.414  0.086
62 H -2.399 7.833 0.914  0.085
63 H -5.284 9.188 1.330  0.085
64 H -4.145 8.871 2.658  0.085
65 H -5.765 8.147 2.684  0.081
66 C 1.252 -4.124 2.868  -0.019
67 C -0.113 -3.774 2.328  -0.489
68 O -1.115 -3.965 2.980  0.062
69 C -0.167 -3.178 0.946  -0.011
70 H 1.152 -4.543 3.866  0.081
71 H 1.733 -4.859 2.219  0.085
72 H 1.875 -3.230 2.916  0.084
73 H 0.254 -3.880 0.223  0.092
74 H 0.396 -2.245 0.915  0.074
75 H -1.200 -2.968 0.676  0.072
76 C 5.986 -3.680 -2.875  -0.020
77 C 4.628 -3.396 -3.466  -0.525
78 O 3.611 -3.629 -2.852  0.043
79 C 4.589 -2.809 -4.855  -0.013
80 H 5.867 -4.099 -1.879  0.083
81 H 6.524 -4.395 -3.500  0.088
82 H 6.565 -2.758 -2.805  0.087
83 H 5.067 -3.489 -5.562  0.091
84 H 5.108 -1.849 -4.871  0.089
85 H 3.554 -2.659 -5.154  0.070
86 C 5.933 5.902 5.665  -0.026
87 C 6.283 4.519 5.170  -0.507
88 O 7.286 3.952 5.531  0.069
89 C 5.316 3.881 4.201  -0.032
90 H 6.703 6.246 6.351  0.080
91 H 5.868 6.596 4.825  0.084
92 H 4.974 5.883 6.186  0.084
93 H 5.228 4.492 3.302  0.079
94 H 4.334 3.779 4.663  0.082
95 H 5.682 2.895 3.924  0.081
96 C 3.410 -6.575 -3.861  -0.017
97 C 3.150 -7.417 -5.086  -0.500
98 O 3.655 -7.152 -6.151  0.069
99 C 2.231 -8.604 -4.919  -0.025
100 H 4.080 -5.766 -4.121  0.052
101 H 2.476 -6.153 -3.489  0.090
102 H 3.875 -7.184 -3.083  0.093
103 H 1.246 -8.271 -4.588  0.085
104 H 2.642 -9.295 -4.181  0.084
105 H 2.130 -9.120 -5.871  0.081

***

Formula: C59H88B8F32N11O3
Source: the Open Molecules 2025 dataset
Level of theory: wB97M-V/def2-TZVPD

The HOMO-LUMO gap is 5.8 eV. The charge is +3.

Last column: Löwdin charge in e.
CARTESIAN COORDINATES (ANGSTROEM)
1 C 1.901 -0.681 -3.189  0.046
2 C 0.702 -1.580 -2.987  -0.339
3 O 0.832 -2.728 -2.741  0.125
4 N -0.645 -0.905 -2.624  0.142
5 H -0.680 -0.599 -1.662  0.104
6 H -0.775 -0.173 -3.308  0.096
7 C -1.829 -1.829 -2.964  0.038
8 H 1.668 0.236 -3.730  0.087
9 H 2.877 -1.071 -3.476  0.103
10 H 2.181 -0.404 -2.172  0.079
11 H -1.852 -2.311 -3.941  0.117
12 H -2.746 -1.241 -2.947  0.095
13 H -2.021 -2.483 -2.114  0.070
14 C -0.523 -3.613 0.197  0.030
15 N -0.844 -4.929 -0.443  -0.018
16 C -2.157 -5.167 -0.620  0.039
17 C -2.603 -6.269 -1.329  0.098
18 C -1.652 -7.131 -1.979  -0.111
19 C -0.262 -6.809 -1.769  0.054
20 C 0.149 -5.662 -1.063  0.041
21 C -2.066 -8.337 -2.644  -0.108
22 C -3.264 -8.433 -3.304  0.065
23 C -3.541 -9.613 -4.040  0.041
24 N -2.763 -10.677 -3.977  -0.098
25 C -1.720 -10.784 -3.152  0.004
26 C -1.265 -9.615 -2.605  0.095
27 C -3.169 -11.818 -4.851  0.045
28 H -0.377 -3.750 1.268  0.105
29 H -1.367 -2.923 0.157  0.094
30 H 0.393 -3.193 -0.219  0.076
31 H -2.868 -4.587 -0.049  0.153
32 H -3.612 -6.618 -1.495  0.129
33 H 0.549 -7.448 -2.087  0.119
34 H 1.210 -5.519 -0.927  0.141
35 H -3.947 -7.596 -3.324  0.136
36 H -4.453 -9.924 -4.527  0.151
37 H -1.221 -11.743 -3.141  0.159
38 H -0.429 -9.560 -1.924  0.122
39 H -4.054 -11.737 -5.482  0.113
40 H -3.315 -12.684 -4.206  0.119
41 H -2.372 -11.911 -5.588  0.118
42 C 0.353 2.699 3.428  0.031
43 N 1.774 2.435 3.294  -0.028
44 C 2.703 2.761 4.246  0.035
45 C 4.011 2.352 4.220  0.070
46 C 4.479 1.776 2.995  -0.101
47 C 3.572 1.617 1.951  0.039
48 C 2.217 1.875 2.143  0.040
49 C 5.945 1.419 2.753  -0.065
50 C 6.732 1.029 3.811  0.028
51 C 8.045 0.656 3.603  0.028
52 N 8.638 0.764 2.392  -0.097
53 C 7.850 1.011 1.315  0.004
54 C 6.558 1.319 1.446  0.073
55 C 9.974 0.281 2.220  0.012
56 H 0.140 3.231 4.355  0.123
57 H -0.332 1.853 3.367  0.091
58 H 0.302 3.461 2.651  0.096
59 H 2.347 3.465 4.984  0.160
60 H 4.700 2.543 5.029  0.135
61 H 3.896 1.182 1.018  0.090
62 H 1.495 1.661 1.369  0.127
63 H 6.282 0.977 4.792  0.137
64 H 8.687 0.377 4.426  0.149
65 H 8.453 0.989 0.419  0.157
66 H 6.017 1.563 0.544  0.116
67 H 10.634 1.129 2.036  0.123
68 H 10.001 -0.430 1.395  0.114
69 H 10.267 -0.277 3.109  0.109
70 C -1.587 -2.072 5.415  0.071
71 N -2.714 -1.671 4.511  -0.022
72 C -3.958 -2.141 4.655  0.057
73 C -5.018 -1.488 3.979  0.075
74 C -4.782 -0.441 3.137  -0.168
75 C -3.463 -0.030 2.925  0.061
76 C -2.449 -0.622 3.642  0.052
77 C -5.841 0.199 2.418  -0.137
78 C -6.820 0.901 3.116  0.096
79 C -7.834 1.449 2.336  0.010
80 N -7.753 1.479 1.030  -0.100
81 C -6.809 0.787 0.334  0.033
82 C -5.807 0.124 1.030  0.062
83 C -8.787 2.163 0.280  0.015
84 H -1.078 -1.198 5.822  0.099
85 H -0.939 -2.662 4.767  0.092
86 H -1.970 -2.904 6.007  0.104
87 H -4.133 -3.013 5.268  0.153
88 H -5.979 -1.976 4.044  0.139
89 H -3.300 0.922 2.441  0.108
90 H -1.453 -0.227 3.779  0.125
91 H -6.720 1.115 4.170  0.132
92 H -8.698 2.004 2.671  0.150
93 H -6.932 0.725 -0.737  0.147
94 H -5.067 -0.447 0.489  0.119
95 H -9.588 1.475 0.008  0.120
96 H -8.509 2.533 -0.707  0.109
97 H -9.149 2.970 0.917  0.106
98 C 6.062 6.436 -8.654  0.055
99 N 5.056 6.011 -7.644  -0.099
100 C 5.496 5.338 -6.561  -0.003
101 C 4.630 4.860 -5.595  0.079
102 C 3.204 5.093 -5.707  -0.061
103 C 2.823 5.886 -6.797  0.044
104 C 3.740 6.353 -7.731  0.032
105 C 2.242 4.568 -4.672  -0.083
106 C 2.609 4.374 -3.324  0.049
107 C 1.785 3.923 -2.311  0.072
108 N 0.439 3.907 -2.566  -0.012
109 C -0.011 4.257 -3.759  -0.008
110 C 0.846 4.566 -4.826  0.054
111 C -0.617 3.545 -1.583  0.036
112 H 6.527 7.146 -7.970  0.116
113 H 5.635 7.026 -9.465  0.111
114 H 6.669 5.568 -8.912  0.115
115 H 6.471 4.882 -6.644  0.152
116 H 5.041 4.164 -4.878  0.128
117 H 1.798 6.146 -7.019  0.128
118 H 3.421 6.995 -8.539  0.149
119 H 3.583 4.700 -2.989  0.130
120 H 2.084 3.702 -1.297  0.144
121 H -1.074 4.217 -3.943  0.149
122 H 0.379 4.780 -5.776  0.130
123 H -1.605 3.947 -1.809  0.093
124 H -0.445 3.891 -0.563  0.097
125 H -0.675 2.460 -1.489  0.092
126 C -3.908 5.211 2.785  0.002
127 C -3.542 4.788 1.326  -0.265
128 C -3.827 3.355 0.845  -0.168
129 O -3.391 3.057 -0.451  -0.184
130 C -3.498 1.737 -0.826  -0.085
131 N -3.998 5.857 0.331  0.260
132 H -3.400 5.811 -0.481  0.162
133 H -4.972 5.735 0.093  0.167
134 H -3.963 6.792 0.713  0.168
135 H -3.489 4.595 3.581  0.083
136 H -4.993 5.121 2.827  0.087
137 H -3.539 6.199 3.061  0.101
138 H -2.471 4.875 1.510  0.134
139 H -4.894 3.189 0.995  0.126
140 H -3.337 2.726 1.589  0.123
141 H -2.901 1.460 -1.695  0.095
142 H -4.577 1.697 -0.972  0.083
143 H -3.283 1.095 0.028  0.070
144 C 4.003 -1.657 3.382  -0.021
145 C 3.262 -2.607 2.475  -0.254
146 C 2.913 -2.003 1.056  -0.170
147 O 3.903 -1.187 0.530  -0.213
148 C 4.661 -1.733 -0.539  -0.045
149 N 4.164 -3.799 2.330  0.238
150 H 4.205 -4.240 3.238  0.175
151 H 3.884 -4.448 1.609  0.164
152 H 5.077 -3.415 2.131  0.153
153 H 4.166 -2.026 4.394  0.107
154 H 3.329 -0.814 3.536  0.089
155 H 4.949 -1.314 2.964  0.082
156 H 2.288 -2.903 2.863  0.165
157 H 2.112 -1.271 1.157  0.117
158 H 2.640 -2.738 0.298  0.117
159 H 5.080 -2.658 -0.142  0.077
160 H 5.395 -0.946 -0.715  0.091
161 H 4.055 -1.939 -1.420  0.087
162 B -1.839 -5.331 3.929  -1.487
163 F -0.565 -4.780 3.847  0.083
164 F -1.742 -6.666 3.595  0.125
165 F -2.245 -5.054 5.167  0.190
166 F -2.598 -4.734 2.992  0.150
167 B -3.879 2.475 5.709  -1.359
168 F -5.088 2.282 5.063  0.124
169 F -3.941 3.571 6.492  0.147
170 F -3.579 1.487 6.657  0.105
171 F -2.794 2.824 4.874  0.076
172 B -1.163 1.321 -5.009  -1.473
173 F -1.223 0.023 -5.487  0.152
174 F 0.117 1.689 -5.051  0.180
175 F -1.948 2.103 -5.778  0.188
176 F -1.429 1.529 -3.668  0.121
177 B 5.013 1.895 -2.084  -1.522
178 F 4.583 1.825 -3.293  0.243
179 F 5.144 3.162 -1.627  0.161
180 F 4.033 1.374 -1.164  0.054
181 F 6.141 1.139 -2.022  0.153
182 B 1.189 5.808 0.921  -1.369
183 F -0.072 5.888 1.564  0.072
184 F 1.005 6.263 -0.320  0.172
185 F 2.088 6.705 1.612  0.062
186 F 1.615 4.526 0.894  0.157
187 B 1.432 0.269 6.080  -1.408
188 F 0.733 0.248 4.916  0.161
189 F 0.906 -0.629 7.025  0.104
190 F 2.748 -0.186 5.962  0.088
191 F 1.606 1.478 6.644  0.177
192 B -5.362 -2.043 -1.779  -1.291
193 F -5.114 -2.705 -2.976  0.116
194 F -5.115 -0.703 -1.927  0.132
195 F -6.659 -2.312 -1.324  0.115
196 F -4.353 -2.459 -0.817  0.028
197 B -0.511 -0.137 0.612  -1.368
198 F -0.296 -1.132 1.564  0.145
199 F -1.561 -0.463 -0.188  0.160
200 F -0.779 1.165 1.096  0.111
201 F 0.612 0.086 -0.171  0.135

***

Formula: C17H35ClN3
Source: the Open Molecules 2025 dataset
Level of theory: wB97M-V/def2-TZVPD

The HOMO-LUMO gap is 9.2 eV. The charge is +1.

Last column: Löwdin charge in e.
CARTESIAN COORDINATES (ANGSTROEM)
1 C 2.359 -1.850 -2.477  -0.109
2 C 1.110 -2.624 -2.144  -0.281
3 C -0.013 -1.696 -1.678  -0.197
4 C -1.429 -2.309 -1.573  -0.105
5 N -2.522 -1.443 -0.985  -0.223
6 C -2.870 -0.285 -1.836  -0.141
7 C -4.260 0.055 -1.548  -0.142
8 C -4.949 -1.314 -1.192  -0.127
9 C -3.839 -2.249 -0.887  -0.097
10 C -2.183 -0.954 0.406  -0.160
11 C -2.023 -1.981 1.487  -0.203
12 C -0.955 -1.475 2.565  -0.065
13 H 3.216 -2.380 -2.878  0.073
14 H 2.615 -1.130 -1.667  0.077
15 H 2.064 -1.217 -3.346  0.086
16 H 1.302 -3.420 -1.373  0.129
17 H 0.715 -3.098 -3.009  0.093
18 H -0.042 -0.807 -2.381  0.132
19 H 0.340 -1.257 -0.677  0.113
20 H -1.440 -3.126 -0.819  0.128
21 H -1.761 -2.680 -2.583  0.155
22 H -2.122 0.509 -1.702  0.139
23 H -2.759 -0.576 -2.849  0.131
24 H -4.452 0.736 -0.733  0.110
25 H -4.807 0.584 -2.369  0.141
26 H -5.619 -1.173 -0.354  0.116
27 H -5.531 -1.768 -2.016  0.127
28 H -3.839 -2.682 0.154  0.132
29 H -3.783 -3.141 -1.542  0.140
30 H -3.002 -0.271 0.657  0.143
31 H -1.285 -0.304 0.284  0.021
32 H -1.686 -2.961 1.188  0.099
33 H -2.976 -2.157 1.986  0.107
34 H -0.852 -2.284 3.246  0.054
35 H -1.244 -0.571 3.079  0.067
36 H 0.061 -1.261 2.162  0.077
37 C 3.932 2.133 -1.120  -0.050
38 C 4.674 2.697 0.143  -0.124
39 N 3.798 2.753 1.356  -0.020
40 C 4.144 2.312 2.672  0.012
41 C 3.088 2.607 3.408  -0.046
42 N 2.146 3.222 2.631  -0.085
43 C 2.545 3.207 1.350  -0.118
44 C 0.793 3.586 3.072  -0.011
45 H 3.863 1.081 -1.059  0.045
46 H 4.501 2.404 -1.997  0.078
47 H 2.886 2.469 -1.167  0.051
48 H 5.129 3.645 -0.098  0.114
49 H 5.499 2.025 0.353  0.115
50 H 5.040 1.824 2.955  0.122
51 H 2.909 2.455 4.460  0.138
52 H 1.911 3.469 0.512  0.075
53 H 0.098 3.020 2.475  -0.004
54 H 0.648 4.628 3.005  0.084
55 H 0.656 3.253 4.101  0.098
56 Cl 0.198 1.771 0.351  -0.215

***

Formula: C6H5ClNO4
Source: the Open Molecules 2025 dataset
Level of theory: wB97M-V/def2-TZVPD

The energy above the lowest of the compared OMol25 structures with the same formula, charge and spin comes out at 0.0 kcal/mol. The HOMO-LUMO gap is 8.5 eV. The charge is -1.

Last column: Löwdin charge in e.
CARTESIAN COORDINATES (ANGSTROEM)
1 C -1.269 -0.268 1.391  -0.529
2 C 1.044 -0.110 -0.908  -0.622
3 C -1.479 0.854 -0.967  -0.552
4 C -1.513 -0.433 -0.063  -0.056
5 C -0.065 -0.960 -0.101  -0.685
6 C 1.891 0.845 -0.013  -0.022
7 N -0.024 -0.679 1.316  0.126
8 O -0.239 1.107 -1.312  -0.028
9 O -1.931 0.108 2.292  0.101
10 O 1.446 -0.625 -1.926  -0.066
11 O -2.491 1.413 -1.262  0.061
12 Cl 0.250 -2.601 -0.607  0.699
13 H -2.413 -0.840 -0.526  0.158
14 H 2.195 0.237 0.953  0.088
15 H 1.178 1.726 0.370  0.119
16 H 2.734 1.199 -0.602  0.060
17 H 0.685 -0.975 1.966  0.149